(1)
{"formula": "C50H42N8O2Re", "method": "ωB97M-V/def2-TZVPD", "total_charge": 2, "homo_energy_ha": [-0.4495, -0.4452], "homo_lumo_gap_ev": [6.09, 5.57], "spin_multiplicity": 2, "species": ["Re", "C", "C", "C", "C", "C", "C", "C", "C", "C", "C", "C", "N", "C", "C", "C", "C", "C", "C", "C", "C", "C", "C", "C", "C", "C", "N", "C", "C", "C", "C", "C", "C", "C", "C", "C", "C", "C", "C", "N", "C", "C", "N", "C", "C", "C", "C", "C", "C", "H", "H", "H", "H", "H", "H", "H", "H", "H", "H", "H", "H", "H", "H", "H", "H", "H", "H", "H", "H", "H", "H", "H", "H", "H", "H", "H", "H", "N", "C", "C", "C", "C", "N", "C", "N", "N", "C", "O", "O", "H", "H", "H", "H", "H", "H", "H", "H", "H", "H", "H", "H", "H", "H"], "coordinates": [[0.249, 0.177, 0.139], [-4.685, 0.850, 6.115], [-4.682, -0.262, 5.286], [-3.750, -0.363, 4.264], [-2.821, 0.653, 4.063], [-2.827, 1.768, 4.896], [-3.753, 1.861, 5.924], [-1.837, 0.563, 2.946], [-0.810, -0.351, 3.050], [-0.560, -1.188, 4.184], [0.539, -1.924, 3.898], [0.994, -1.508, 2.606], [0.132, -0.584, 2.069], [2.197, -1.904, 2.037], [2.791, -1.248, 0.979], [4.107, -1.546, 0.513], [4.396, -0.670, -0.473], [3.252, 0.170, -0.654], [3.141, 1.127, -1.657], [4.359, 1.473, -2.438], [5.495, 1.945, -1.783], [6.628, 2.294, -2.502], [6.640, 2.173, -3.884], [5.516, 1.697, -4.546], [4.383, 1.352, -3.826], [1.952, 1.790, -1.939], [0.725, 1.556, -1.339], [-0.116, 2.536, -1.846], [-1.362, 2.875, -1.339], [-2.163, 3.884, -2.084], [-2.537, 3.636, -3.404], [-3.255, 4.578, -4.123], [-3.601, 5.785, -3.532], [-3.227, 6.044, -2.221], [-2.513, 5.100, -1.500], [-1.836, 2.412, -0.110], [-3.083, 2.790, 0.459], [-3.178, 2.193, 1.672], [-2.010, 1.404, 1.855], [-1.172, 1.535, 0.745], [0.574, 3.324, -2.817], [1.849, 2.878, -2.859], [2.260, -0.188, 0.244], [2.931, -3.037, 2.675], [3.878, -2.801, 3.666], [4.559, -3.865, 4.239], [4.297, -5.163, 3.822], [3.350, -5.398, 2.836], [2.664, -4.337, 2.261], [-5.411, 0.928, 6.913], [-5.407, -1.051, 5.434], [-3.743, -1.235, 3.621], [-2.097, 2.554, 4.747], [-3.746, 2.724, 6.576], [-1.139, -1.180, 5.091], [1.045, -2.640, 4.521], [4.725, -2.339, 0.899], [5.297, -0.617, -1.059], [5.482, 2.068, -0.707], [7.499, 2.667, -1.982], [7.521, 2.451, -4.446], [5.521, 1.595, -5.622], [3.515, 0.961, -4.345], [-2.277, 2.689, -3.863], [-3.543, 4.371, -5.145], [-4.154, 6.524, -4.094], [-3.484, 6.988, -1.760], [-2.192, 5.325, -0.491], [-3.817, 3.413, -0.021], [-3.994, 2.246, 2.372], [0.162, 4.173, -3.335], [2.668, 3.301, -3.414], [4.079, -1.787, 3.988], [5.293, -3.680, 5.011], [4.830, -5.991, 4.268], [3.143, -6.409, 2.513], [1.918, -4.514, 1.495], [-1.623, -0.454, -0.864], [-1.919, -1.859, -0.506], [-2.963, -2.572, -1.371], [-2.838, -2.527, -2.909], [-1.951, -3.585, -3.575], [-0.507, -3.458, -3.363], [0.284, -2.566, -3.930], [-0.162, -1.789, -4.932], [1.545, -2.439, -3.511], [-0.562, -2.564, -0.433], [-0.435, -3.768, -0.394], [0.438, -1.733, -0.562], [-2.446, 0.124, -0.711], [-1.377, -0.365, -1.848], [-2.315, -1.817, 0.516], [-3.933, -2.140, -1.113], [-2.989, -3.610, -1.034], [-2.582, -1.525, -3.269], [-3.839, -2.725, -3.297], [-2.137, -3.621, -4.650], [-2.221, -4.566, -3.186], [-0.140, -3.957, -2.558], [-1.009, -2.048, -5.412], [0.501, -1.261, -5.475], [1.804, -2.801, -2.604], [2.140, -1.723, -3.895]], "mulliken_spin": [0.851, -0.001, 0.002, -0.004, -0.004, -0.005, 0.001, -0.001, 0.016, 0.022, 0.003, 0.007, -0.005, -0.007, 0.031, -0.007, 0.012, 0.007, -0.012, 0.007, 0.000, 0.000, -0.002, 0.001, -0.002, 0.018, -0.013, -0.018, 0.019, 0.004, -0.003, 0.000, -0.001, 0.000, -0.001, -0.004, 0.006, -0.003, 0.016, -0.006, 0.022, 0.014, -0.030, -0.016, -0.007, 0.003, -0.001, 0.002, -0.008, 0.000, 0.000, 0.000, 0.000, 0.000, 0.004, 0.003, 0.000, 0.001, 0.000, 0.000, 0.000, 0.000, 0.001, 0.001, 0.000, 0.000, 0.000, 0.000, 0.001, 0.000, 0.004, 0.004, -0.001, 0.000, 0.000, 0.000, 0.000, 0.021, -0.026, -0.001, 0.001, 0.000, 0.001, -0.002, 0.000, 0.000, 0.016, 0.009, 0.047, 0.005, 0.000, 0.007, 0.000, 0.000, -0.001, 0.000, 0.000, 0.000, 0.000, 0.000, 0.000, -0.002, 0.000]}

(2)
{"formula": "C50H43Br2CsN9O3S2", "method": "ωB97M-V/def2-TZVPD", "total_charge": -1, "homo_energy_ha": -0.1781, "homo_lumo_gap_ev": 6.43, "spin_multiplicity": 1, "species": ["Cs", "C", "C", "C", "C", "N", "C", "N", "C", "N", "C", "N", "C", "C", "C", "C", "C", "N", "C", "C", "C", "C", "C", "C", "H", "H", "H", "H", "H", "H", "H", "H", "H", "H", "H", "H", "C", "C", "C", "O", "C", "O", "O", "H", "H", "H", "H", "H", "H", "H", "S", "C", "N", "C", "C", "N", "C", "C", "C", "C", "C", "C", "C", "C", "S", "C", "C", "C", "C", "C", "C", "C", "H", "H", "H", "H", "H", "H", "H", "H", "H", "H", "H", "H", "H", "H", "H", "H", "H", "H", "Br", "C", "C", "C", "N", "C", "C", "C", "C", "C", "Br", "C", "C", "N", "H", "H", "H", "H", "H", "H"], "coordinates": [[1.159, -2.794, -0.886], [-2.845, -0.075, 0.554], [-4.086, -0.557, 0.141], [-4.155, -1.747, -0.553], [-2.968, -2.460, -0.847], [-1.779, -1.973, -0.458], [-1.728, -0.825, 0.233], [-3.127, -3.643, -1.564], [-2.210, -4.555, -1.725], [-0.943, -4.645, -1.259], [-0.343, -5.772, -1.742], [0.863, -6.234, -1.646], [1.855, -5.765, -0.799], [3.154, -5.541, -1.317], [4.151, -5.097, -0.472], [3.867, -4.914, 0.876], [2.576, -5.151, 1.302], [1.584, -5.564, 0.500], [-1.350, -6.520, -2.576], [-1.278, -7.715, -3.263], [-2.420, -8.146, -3.937], [-3.590, -7.389, -3.914], [-3.650, -6.183, -3.219], [-2.514, -5.769, -2.552], [-2.738, 0.856, 1.097], [-4.992, -0.004, 0.365], [-5.095, -2.162, -0.891], [-0.738, -0.495, 0.553], [3.319, -5.700, -2.374], [5.135, -4.878, -0.866], [4.614, -4.569, 1.577], [2.291, -4.993, 2.339], [-0.356, -8.285, -3.270], [-2.404, -9.079, -4.487], [-4.463, -7.749, -4.447], [-4.551, -5.579, -3.192], [5.673, -1.296, 1.847], [4.455, -0.529, 1.367], [4.818, 0.922, 1.018], [3.491, -0.518, 2.418], [3.829, -1.144, 0.091], [4.593, -1.731, -0.717], [2.598, -0.951, -0.090], [6.101, -0.797, 2.722], [6.416, -1.363, 1.055], [5.374, -2.308, 2.136], [5.199, 1.435, 1.908], [3.913, 1.431, 0.668], [5.576, 0.956, 0.229], [2.615, -0.584, 2.001], [-0.451, 0.910, -2.267], [-0.017, 2.478, -2.017], [-0.398, 3.539, -2.778], [0.148, 4.861, -2.507], [1.598, 4.702, -2.135], [1.679, 3.853, -0.948], [2.614, 4.251, 0.098], [2.203, 5.543, 0.765], [0.965, 5.633, 1.407], [0.573, 6.819, 2.011], [1.412, 7.929, 1.985], [2.642, 7.846, 1.350], [3.031, 6.657, 0.739], [0.786, 2.849, -0.787], [0.531, 2.041, 0.623], [-1.500, 3.466, -3.730], [-2.765, 4.032, -3.116], [-3.310, 3.407, -1.991], [-4.445, 3.924, -1.386], [-5.052, 5.069, -1.900], [-4.517, 5.690, -3.018], [-3.373, 5.174, -3.621], [-0.392, 5.372, -1.704], [0.054, 5.460, -3.413], [2.027, 5.672, -1.888], [2.159, 4.272, -2.969], [3.604, 4.355, -0.350], [2.652, 3.440, 0.822], [0.315, 4.762, 1.432], [-0.389, 6.876, 2.508], [1.106, 8.854, 2.460], [3.300, 8.706, 1.324], [3.995, 6.594, 0.240], [-1.627, 2.422, -3.995], [-1.227, 4.021, -4.629], [-2.838, 2.510, -1.594], [-4.860, 3.433, -0.514], [-5.940, 5.471, -1.426], [-4.985, 6.581, -3.421], [-2.953, 5.664, -4.494], [-2.359, 3.020, 4.362], [-1.144, 1.596, 4.040], [0.206, 1.844, 4.025], [1.052, 0.778, 3.737], [0.608, -0.447, 3.461], [-0.710, -0.662, 3.502], [-1.635, 0.327, 3.797], [-1.172, -2.053, 3.237], [-2.137, -2.634, 4.046], [-2.395, -3.983, 3.869], [-3.646, -4.850, 5.006], [-1.732, -4.701, 2.899], [-0.844, -3.992, 2.091], [-0.528, -2.717, 2.275], [0.602, 2.834, 4.204], [2.129, 0.897, 3.689], [-2.692, 0.099, 3.783], [-2.606, -2.052, 4.830], [-1.920, -5.753, 2.736], [-0.329, -4.543, 1.309]], "mulliken_charge": [1.517, -0.276, -0.942, -0.314, -0.082, 0.635, -1.125, -0.645, 0.070, 0.117, -0.207, -0.563, -0.219, -0.423, -0.346, -0.176, -0.455, -0.070, 0.004, -0.014, -0.610, -0.613, -0.012, -0.220, 0.834, 0.414, 0.496, 0.352, 0.395, 0.312, 0.347, 0.356, 0.511, 0.391, 0.374, 0.517, -1.742, 2.139, -1.532, -0.618, 0.039, -0.801, -0.589, 0.460, 0.302, 0.244, 0.437, -0.009, 0.399, 0.167, -0.031, -0.542, 0.237, -0.663, -0.953, 0.378, -1.164, 0.514, -0.107, -0.839, -0.375, -0.569, -0.252, -0.417, 0.739, -1.614, 0.565, 0.161, -0.680, -0.443, -0.576, -0.438, 0.298, 0.526, 0.460, 0.344, 0.376, 0.192, 0.485, 0.423, 0.386, 0.380, 0.382, 0.472, 0.476, 0.402, 0.437, 0.373, 0.360, 0.333, -0.195, -0.142, -0.535, -0.394, -0.294, 0.928, -0.656, 0.671, -0.769, -0.323, -0.215, -1.038, -0.507, 0.234, 0.431, 0.477, 0.395, 0.568, 0.540, 0.567]}

Computed values of total energy (unit: eV) for the preceding records, in sequence: -70668.9589; -234409.4369.
Computed values of energy relative to the best compared isomer or geometry (same formula, charge and spin) (unit: eV) for the preceding records, in sequence: 0.0000; 0.8654.